Record 1
ORCA calculation (ωB97M-V/def2-TZVPD) on a cluster of 3 separate species, C2H7NO4 in total.

The geometry in XYZ format:
```
14
C2H7NO4 | the Open Molecules 2025 dataset | ωB97M-V/def2-TZVPD
O -0.6669 0.8436 -1.6010
C -0.0317 1.4699 -0.6465
N 0.4355 0.8311 0.5173
C 0.5113 1.6608 1.6208
O 0.5450 2.8886 1.5620
H 0.2809 2.4725 -0.9237
H 0.5549 -0.1751 0.5190
H 0.5405 1.1190 2.5660
H -1.0846 -0.7685 -1.8378
H -0.0689 -1.7441 -2.3413
O -0.8613 -1.7572 -1.7902
H 0.0058 -2.8118 1.3033
H -0.0567 -2.1307 0.0533
O -0.1039 -1.8982 0.9988
```

Calculated values
Energy above the lowest of the compared OMol25 structures with the same formula, charge and spin in kcal per mole: 0.5
2S+1: 2
M in g mol⁻¹: 109.1
Expectation value of S²: 0.76
Net charge: -1

Record 2
ORCA calculation (ωB97M-V/def2-TZVPD) on a structure of composition C2H7NO4.

The geometry in XYZ format:
```
14
C2H7NO4 | the Open Molecules 2025 dataset | ωB97M-V/def2-TZVPD
C 0.0583 1.5103 -0.4763
C 0.4784 0.3476 0.3692
O 0.7676 -0.9403 -1.0010
O 1.6578 -1.9323 -0.4396
O 1.3432 0.3244 1.2056
H 2.3667 -1.3782 -0.0703
H -0.4624 1.1952 -1.3799
H 0.9517 2.0660 -0.7503
H -0.5977 2.1577 0.1091
N -0.8333 -0.6627 0.6879
O -2.1603 -0.1654 0.6046
H -2.3616 -0.1501 -0.3420
H -0.7242 -1.0631 1.6184
H -0.4843 -1.3093 -0.1354
```

Calculated values
Energy above the lowest of the compared OMol25 structures with the same formula, charge and spin in kcal per mole: 151.0
M in g mol⁻¹: 109.1
Net charge: 0

Record 3
ORCA calculation (ωB97M-V/def2-TZVPD) on a cluster of 3 separate species, C2H7NO4 in total.

The geometry in XYZ format:
```
14
C2H7NO4 | the Open Molecules 2025 dataset | ωB97M-V/def2-TZVPD
O 2.4192 -1.7862 0.1837
C 1.5368 -1.0146 0.4338
N 0.3148 -1.0000 -0.2689
C -0.2854 -2.0898 -0.9191
O 0.0394 -3.2260 -0.7563
H 1.5147 -0.2294 1.2039
H -0.1816 -0.1251 -0.1149
H -1.0408 -1.7635 -1.6330
O 1.1489 1.8761 1.0061
H 0.5711 2.0802 0.2786
H 0.7957 2.4447 1.6905
O -1.8646 1.5217 -0.3246
H -2.4373 2.1060 0.1887
H -2.5309 1.2057 -0.9686
```

Calculated values
Energy above the lowest of the compared OMol25 structures with the same formula, charge and spin in kcal per mole: 22.0
M in g mol⁻¹: 109.1
Net charge: 0

Record 4
ORCA calculation (ωB97M-V/def2-TZVPD) on a cluster of 2 separate species, C2H7NOS in total.

The geometry in XYZ format:
```
12
C2H7NOS | the Open Molecules 2025 dataset | ωB97M-V/def2-TZVPD
N 3.2488 0.4480 0.1501
C 2.4148 -0.3397 0.8949
O 2.7040 -1.4442 1.2609
H 3.1732 1.2191 -0.4961
H 3.8482 -0.1513 -0.4166
H 1.4687 0.1487 1.1434
C -3.1231 -0.0498 -0.7685
S -2.6543 1.1161 0.5460
H -2.8803 -1.0566 -0.4302
H -2.3829 0.0403 -1.5719
H -4.0845 -0.1719 -1.2634
H -1.7326 0.2415 0.9516
```

Calculated values
Energy above the lowest of the compared OMol25 structures with the same formula, charge and spin in kcal per mole: 29.0
M in g mol⁻¹: 93.2
Net charge: 0

Record 5
ORCA calculation (ωB97M-V/def2-TZVPD) on a cluster of 2 separate species, C2H7NOS in total.

The geometry in XYZ format:
```
12
C2H7NOS | the Open Molecules 2025 dataset | ωB97M-V/def2-TZVPD
N 0.3757 -1.2310 2.7591
C -0.4872 -0.4100 2.0825
O -1.4248 0.1477 2.5995
H 0.7670 -2.0033 2.2467
H 0.2390 -1.3454 3.7495
H -0.2406 -0.3165 1.0149
C 0.4263 0.9031 -1.9629
S -0.0684 0.2969 -3.6202
H 0.3793 1.9842 -1.9154
H -0.2101 0.4594 -1.2030
H 1.4290 0.4894 -1.9039
H -1.1852 1.0256 -3.8468
```

Calculated values
Energy above the lowest of the compared OMol25 structures with the same formula, charge and spin in kcal per mole: 12.9
M in g mol⁻¹: 93.2
Net charge: 0

Record 6
ORCA calculation (ωB97M-V/def2-TZVPD) on a cluster of 2 separate species, C2H7NOS in total.

The geometry in XYZ format:
```
12
C2H7NOS | the Open Molecules 2025 dataset | ωB97M-V/def2-TZVPD
C 1.0382 0.7587 0.8619
C 0.2041 -0.9574 -1.2388
N -2.2777 -0.9591 1.3988
O -0.8559 1.3990 -0.7175
S -0.4440 0.1996 -0.0112
H 1.3378 1.8527 0.6218
H 0.6189 0.8448 1.8073
H 1.9799 0.2034 0.9345
H 0.4724 -2.0407 -1.1007
H -0.4964 -0.7477 -2.0938
H 1.1072 -0.4809 -1.5896
H -2.6846 -0.0723 1.1273
```

Calculated values
Energy above the lowest of the compared OMol25 structures with the same formula, charge and spin in kcal per mole: 150.5
M in g mol⁻¹: 93.2
Net charge: 0